Entry i
Density functional theory data (wB97M-V/def2-TZVPD) for a molecular structure, C25H33CrN3O7S.

Atoms and positions in Å:
C (1.2251, 1.5712, -1.6916)
O (-0.1026, 0.7815, 1.6644)
C (3.0341, 1.2474, 1.4273)
O (2.2429, -1.6483, 0.4882)
H (-3.8934, -0.0136, 0.7041)
H (1.2190, 4.8097, -0.7640)
H (-1.0344, -4.0634, 1.3256)
H (-5.1428, 1.1310, 0.2578)
H (2.1808, 3.8452, 1.2549)
H (5.6708, -0.6990, 2.4968)
C (-1.0595, 1.0754, 0.9265)
C (2.1040, -1.2833, 2.8804)
C (-4.3470, 0.5029, -0.1482)
C (2.2246, 1.7942, 0.4785)
C (-3.2916, 1.4769, -0.7653)
Cr (0.6376, -0.5149, 0.0286)
O (0.9073, -1.5704, -1.7340)
H (2.0923, -0.2648, 3.2653)
S (3.5078, 2.2086, 2.8337)
N (1.6361, 0.9828, -0.5002)
H (5.4880, 1.3599, 4.0104)
C (3.8115, -0.0580, 1.3687)
H (-5.4994, -1.2642, -0.5777)
N (-1.1304, 0.3793, -0.2351)
H (-4.1593, -1.0147, -1.7040)
H (4.2309, -0.1656, 0.3604)
H (0.1691, -3.3691, 3.4135)
C (-0.7384, -3.0260, 1.4949)
C (-4.9324, -0.5103, -1.1237)
H (-4.1226, 1.5235, -2.7284)
H (-0.9457, -4.0191, -0.9056)
C (-2.8918, 3.2753, -2.5273)
C (-2.9808, 2.4416, 0.3690)
H (-4.7797, 2.7345, -1.6303)
H (3.7558, -2.1796, 1.7509)
C (1.9142, 3.2120, 0.4202)
H (2.1825, -3.5952, -0.1834)
C (3.0383, -1.3625, 1.6414)
C (4.9048, 0.0590, 2.4013)
O (0.7641, -1.5821, 2.5469)
C (0.4373, -2.9519, 2.4375)
H (0.7482, 3.3184, -2.7608)
H (-0.8715, -1.6651, -2.6839)
C (-0.2298, -2.3544, -2.1440)
C (-2.0928, 0.6308, -1.1839)
H (-1.5917, -2.4622, 1.8782)
C (-3.8608, 2.2468, -1.9578)
O (-3.6242, 3.4279, 0.6035)
H (0.9170, 0.8825, -2.4691)
C (1.1010, 2.9016, -1.8291)
H (1.2730, -3.5333, 2.0335)
H (0.1117, -3.1469, -2.8089)
H (-3.3331, 3.7760, -3.3883)
C (4.8251, 1.1200, 3.1924)
H (-1.9693, 2.7989, -2.8635)
C (1.3929, 3.7443, -0.6985)
C (2.6518, -2.6449, -0.4494)
O (-0.3110, -2.4484, 0.2508)
C (-0.9732, -2.9269, -0.9190)
H (-2.6446, 4.0426, -1.7917)
H (-1.7695, 2.6306, 2.0401)
H (2.8732, -1.3406, -2.1490)
N (-1.9462, 2.0583, 1.2256)
C (2.2195, -2.1452, -1.8143)
H (2.2317, -2.9490, -2.5507)
H (2.4665, -1.9476, 3.6689)
O (-2.0281, 0.1234, -2.2869)
H (-5.6143, -0.0362, -1.8278)
H (3.7372, -2.7592, -0.4241)
H (-2.0155, -2.5980, -0.9203)

Spin multiplicity: 2
Total charge: +1



Entry ii
Density functional theory data (wB97M-V/def2-TZVPD) for a molecular structure, C25H33CrN3O7S.

Atoms and positions in Å:
H (-0.4634, 3.7059, 4.5898)
C (2.6868, 0.9875, 2.4931)
H (1.2387, -1.9583, -3.4068)
O (1.5919, 1.4313, -0.5217)
C (1.0998, 2.5515, 3.6971)
H (-3.2118, -0.3745, -4.3296)
H (-1.5909, 0.8351, 1.6228)
H (0.4531, -3.2204, 3.1261)
O (2.0882, -2.2252, 0.4461)
H (-2.2535, 2.5548, 3.2680)
H (-0.9069, -3.0343, -2.5416)
C (1.8626, -3.2069, 1.4515)
H (-0.0053, -0.8193, -2.8723)
H (1.6012, -1.8637, 3.0968)
H (-1.3017, 0.8584, -3.5216)
C (-0.2130, 2.9296, 3.8790)
H (-2.2387, -3.2522, -0.0561)
O (-2.6573, 0.2458, -0.2898)
H (-3.2560, -0.5646, -2.5710)
C (-3.3373, 0.1560, -3.3852)
C (4.1299, -0.4406, 1.4497)
H (-2.4926, 2.0434, -4.0102)
C (0.9874, -2.5210, 2.4827)
H (3.5434, -0.6492, -1.2312)
H (-3.8400, 3.2800, -2.3274)
C (2.9108, -1.4653, -1.5818)
C (4.9689, 0.1805, 2.3300)
H (6.0240, 0.0064, 2.4689)
N (-0.4786, 0.7283, -0.6061)
H (3.9551, -2.8111, -0.2582)
C (-2.2922, 1.2583, -3.2783)
H (-3.3751, 2.6957, 0.6454)
C (-1.2411, -2.1916, 1.5156)
H (-4.4034, 3.9486, -0.0379)
C (-3.4875, 3.3809, -0.1965)
C (1.3910, 1.5530, 2.7725)
H (3.2496, -1.7729, -2.5732)
H (1.9015, 3.0115, 4.2585)
H (-1.8862, -1.3281, 1.3797)
O (1.5883, -0.9457, -1.6301)
H (1.3935, -4.0853, 0.9987)
H (-4.2916, 1.8240, -1.4410)
O (-1.3931, 4.0977, -2.6491)
C (-2.2131, 1.9680, -1.8926)
C (0.6858, -1.5913, -2.5396)
N (0.1296, 2.7556, -1.6716)
H (4.4924, -1.2106, 0.7816)
H (2.5598, -3.5508, -1.0595)
C (-1.2155, -2.9932, 0.2375)
C (2.7791, 0.0163, 1.5335)
C (-1.1657, 3.0549, -2.0981)
C (-0.1005, -2.7053, -1.8756)
H (-2.6611, 4.0950, -0.1804)
Cr (1.0573, -0.2886, 0.4947)
H (0.8545, 3.4411, -1.8356)
N (0.4266, 0.9755, 2.0269)
H (2.8084, -3.5152, 1.9058)
C (-3.5479, 2.6156, -1.5136)
O (0.0667, -1.6667, 1.8070)
S (4.1680, 1.3468, 3.2820)
C (-1.8137, 0.9210, -0.8504)
H (0.5210, -3.5788, -1.6435)
H (-0.6426, -3.9238, 0.3400)
C (2.9381, -2.6254, -0.6166)
O (-0.6088, -2.1328, -0.6972)
H (-4.3480, 0.5606, -3.3709)
C (-1.2113, 2.2996, 3.1432)
C (-0.8485, 1.3375, 2.2261)
C (0.4270, 1.6434, -0.9545)
H (-1.5860, -2.7823, 2.3659)

Spin multiplicity: 2
Total charge: +1



Verdict on stability: entry i comes out at the bottom.



Entry i
Density functional theory data (wB97M-V/def2-TZVPD) for 2 unconnected molecules or ions with the total composition C2H3F2IO.

Atoms and positions in Å:
F (-2.0049, 1.8641, 1.5277)
H (-0.7186, -1.3621, -0.2067)
H (3.0468, -0.8527, 0.2218)
H (2.1534, -0.0807, -1.2323)
F (-1.8391, 1.9926, -0.5975)
C (2.0216, -0.6496, -0.3197)
C (-1.3399, 1.3495, 0.4856)
O (0.9664, -1.2331, -0.1669)
I (-2.2857, -1.0279, 0.2880)

Spin multiplicity: 1



Entry ii
Density functional theory data (wB97M-V/def2-TZVPD) for 2 unconnected molecules or ions with the total composition C2H3F2IO.

Atoms and positions in Å:
H (-1.6198, 0.8589, -1.0139)
F (0.8654, 1.2220, 1.0518)
C (-0.9296, -0.6594, 0.0712)
H (-0.7596, -1.4796, -0.6164)
C (1.1083, 0.3574, 0.1123)
I (2.9424, -0.7462, 0.5600)
F (1.2185, 0.9862, -1.1000)
O (-1.7660, 0.3381, -0.2135)
H (-1.0596, -0.8774, 1.1486)

Spin multiplicity: 1



Verdict on stability: entry i comes out at the bottom.



Entry i
Density functional theory data (wB97M-V/def2-TZVPD) for 3 unconnected molecules or ions with the total composition C6H15NO3.

Atoms and positions in Å:
N (-2.2632, 0.3987, 2.0664)
C (-2.9250, 0.0935, 0.7881)
H (1.8732, -1.0994, -0.0148)
O (1.4553, 0.1912, 1.8569)
C (0.9117, -0.2191, -1.7640)
H (-2.5066, -2.0356, 0.6807)
H (-1.2395, 0.7281, 1.9381)
H (-2.2358, -0.3696, 2.6203)
H (-2.8506, 0.9400, 0.0749)
H (0.1970, 1.8363, -0.5210)
C (1.9355, -0.5798, -0.9537)
H (1.0837, 0.2313, -2.6772)
O (1.0130, 2.0995, 0.0257)
C (-0.9121, -0.9458, -0.2483)
H (1.6874, 1.8644, -0.5235)
C (-2.3518, -1.1456, 0.0553)
H (-1.1494, -0.2495, -2.2609)
H (1.3139, 0.9503, 1.2141)
H (-2.9328, -1.3442, -0.8453)
H (0.6649, 0.1758, 2.4421)
H (-4.0080, -0.0359, 0.9763)
C (-0.4719, -0.4962, -1.4554)
O (3.1771, -0.1685, -1.3721)
H (3.9122, -0.4424, -0.7135)
H (-0.2492, -1.1610, 0.5292)

Spin multiplicity: 1
Structure (SMILES): NCC/C=C/C=C/O.O.O



Entry ii
Density functional theory data (wB97M-V/def2-TZVPD) for 2 unconnected molecules or ions with the total composition C6H15NO3.

Atoms and positions in Å:
N (-0.0400, 1.3268, 1.7148)
C (0.2222, -2.4985, 0.4373)
C (-0.6465, -0.9984, -2.1842)
H (1.9181, -1.1513, -1.2282)
H (0.4378, 3.0931, 2.8049)
H (-0.4347, -0.2831, -2.9878)
H (1.7825, 0.0967, 0.0559)
H (-0.1570, 3.3239, 1.1291)
H (1.4859, 2.7341, 1.4025)
C (1.3981, -0.2359, -0.9180)
H (-1.2904, 1.0940, 1.7664)
O (-2.1628, 0.6016, 0.4008)
C (0.4554, 2.6863, 1.7820)
H (0.3698, 0.6668, 2.3648)
H (1.6139, 0.5571, -1.6445)
H (-0.3229, -3.0658, 1.2003)
C (-0.7847, 0.8832, -0.5057)
H (-0.1757, -1.9619, -2.4180)
H (-1.7337, -1.1440, -2.1345)
O (-0.8207, 1.7813, -1.3272)
O (-0.5085, -1.3139, 0.2177)
C (-0.1144, -0.4636, -0.8560)
H (1.2315, -2.2773, 0.8143)
H (0.2871, -3.1054, -0.4785)
H (-2.0104, -0.3458, 0.5917)

Spin multiplicity: 1
Structure (SMILES): COC(C)(C)C(=O)O.CN



Verdict on stability: entry ii comes out at the bottom.



Entry i
Density functional theory data (wB97M-V/def2-TZVPD) for 10 unconnected molecules or ions with the total composition C42H62N10O14.

Atoms and positions in Å:
C (3.3217, -1.9163, 9.4931)
H (0.5815, 3.4393, -0.8563)
H (2.4059, -2.5037, 9.4268)
C (-0.0407, 10.5067, -0.0872)
H (-5.9891, -4.4813, -2.7650)
N (2.6224, -1.2986, 0.8488)
H (-3.9069, 10.3088, -7.2590)
C (2.1529, 2.4501, 0.3845)
H (-6.1189, 1.2579, 5.2757)
C (-3.8963, 8.3356, -6.4715)
H (-2.1054, -10.7469, 1.3344)
H (-0.0548, 8.2181, -7.2592)
O (-6.8673, -1.7016, 4.1655)
O (6.8481, 4.5827, -1.9278)
H (8.7500, 1.4057, -1.9090)
H (2.1202, 8.5990, -0.7909)
O (-0.8504, 1.9071, 5.7785)
H (3.3653, 1.2893, 1.6151)
H (2.8445, -0.2152, -7.6756)
H (-1.6368, -1.9615, 5.1207)
C (6.5969, 3.6398, -2.7365)
N (-6.1217, 0.3497, 3.4011)
C (4.1758, -3.2542, 7.6009)
N (1.1025, 10.3742, -0.8401)
C (-3.3137, 9.4376, -7.0235)
H (-7.7705, -6.9317, -0.1917)
H (2.6645, 3.3574, 0.6699)
H (-4.2134, 1.2880, 2.5586)
C (2.0912, -1.6936, -6.3643)
N (1.5746, -11.4071, 4.1132)
H (-7.9484, -5.3585, 0.6630)
H (0.0178, 10.0927, 0.9313)
H (0.5671, -0.8815, -0.8719)
C (1.1099, 10.6616, -2.2409)
H (-0.0375, -1.8679, 5.6604)
H (2.1974, -5.0542, -6.7450)
H (-5.7290, 2.0226, 2.2332)
H (-8.7993, -4.3489, -2.3984)
H (-0.2839, 0.2376, 4.6944)
C (-0.4358, -11.1204, 2.6804)
C (0.1451, -8.3822, 2.2290)
C (2.7838, -2.2572, -8.5038)
H (-4.9555, 8.4077, -6.2730)
O (3.5466, -4.2796, -10.2648)
N (-0.9443, 5.9381, -6.2736)
H (6.1758, 1.4763, -4.3958)
H (3.7536, -0.1716, 7.5484)
O (3.4257, -1.2936, 1.8101)
O (3.4379, -4.2168, 7.7411)
C (2.4005, -4.0193, -6.9775)
H (1.8468, -0.9948, -5.5780)
H (-7.6134, 0.5762, 4.9122)
C (6.6062, 1.2968, -3.4106)
C (-1.9369, 9.4491, -7.3157)
O (2.3658, -10.8594, 4.8741)
H (0.2503, 11.2873, -2.4813)
H (3.1121, -0.8559, 9.6336)
C (2.0576, -3.0622, -5.9841)
O (1.5243, -12.5926, 3.9375)
H (-2.9853, -0.6877, 7.5505)
H (5.0210, -0.9708, 6.7510)
H (-1.6084, 10.2455, -7.9671)
C (-1.1019, 8.3275, -7.0183)
H (-7.1541, 1.9418, 3.8900)
O (2.5033, -2.3131, 0.1668)
O (-1.4131, 4.8729, -6.6340)
C (-8.3491, -5.3206, -2.1952)
C (0.9860, -9.2548, 3.0868)
C (-3.1662, 7.2054, -6.3598)
C (0.7014, -10.6021, 3.3306)
O (-1.0781, 11.0142, -0.5288)
H (7.4684, 0.7175, -3.7407)
H (-0.4893, 1.2943, -1.3695)
C (2.5273, -1.2430, -7.5783)
H (3.1838, 9.9187, -0.6628)
H (2.1697, 9.5984, 0.7822)
H (-5.1583, 0.5877, 1.4104)
H (-8.9791, -6.1599, -1.9008)
H (3.9675, -2.1918, 10.3268)
C (2.2141, 9.5710, -0.3066)
C (2.5477, -3.6159, -8.2371)
H (0.2423, -7.3112, 2.1290)
O (-5.0292, -4.3407, -0.8863)
H (4.8977, -3.1877, 6.7723)
C (-7.4138, -5.9047, -0.1141)
H (1.2450, 9.7348, -2.7985)
H (8.2732, 2.7628, -0.7838)
C (2.5939, 1.1972, 0.8648)
C (1.0440, 2.5411, -0.4747)
H (-1.4693, -0.6141, 8.3464)
N (6.9967, 2.3907, -2.4836)
H (-5.8497, -1.4780, 2.4541)
C (-6.2523, -1.0279, 3.3747)
C (-0.7881, 0.6945, 5.5600)
H (-2.2041, 0.8315, 8.0032)
H (-6.4758, -6.0443, 0.4232)
N (4.1360, -2.1044, 8.3342)
C (0.8767, 0.0467, -0.4149)
H (5.9005, 3.7424, -3.5830)
H (-0.7080, -12.1583, 2.8036)
O (0.1465, 6.0799, -5.7640)
C (-2.0405, -0.1443, 7.5458)
H (-1.3142, -2.3267, 6.8138)
C (-5.2639, 1.0496, 2.3920)
H (2.0593, 11.1685, -2.4137)
H (-1.7154, -8.3871, 1.2253)
N (2.7660, -4.5786, -9.3552)
C (0.4692, 1.3340, -0.8735)
N (-1.2208, -0.2425, 6.3198)
H (7.3538, 1.2638, -0.8707)
H (-3.7240, 6.3697, -5.9638)
C (4.5975, -0.8327, 7.7458)
H (5.3214, -0.2769, 8.3418)
C (-1.2548, -10.3440, 1.8641)
H (1.8704, -8.8850, 3.5844)
C (7.9372, 1.9739, -1.4567)
C (-1.0549, -1.6598, 5.9916)
C (-0.9288, -8.9598, 1.6940)
H (-7.8786, -5.6322, -3.1278)
H (5.8568, 0.6424, -2.9653)
C (-6.7737, 1.0713, 4.4245)
C (1.9744, -0.0197, 0.4948)
O (2.2178, -5.6606, -9.2421)
H (1.7173, -3.3688, -5.0060)
N (-7.1607, -5.2301, -1.3562)
C (-1.7716, 7.1516, -6.6025)
C (-5.9674, -4.6411, -1.6759)
H (2.9858, -2.0846, -9.5506)

Spin multiplicity: 1
Structure (SMILES): O=[N+]([O-])c1ccccc1.O=[N+]([O-])c1ccccc1.O=[N+]([O-])c1ccccc1.O=[N+]([O-])c1ccccc1.CN(C)C=O.CN(C)C=O.CN(C)C=O.CN(C)C=O.CN(C)C=O.CN(C)C=O



Entry ii
Density functional theory data (wB97M-V/def2-TZVPD) for 10 unconnected molecules or ions with the total composition C42H62N10O14.

Atoms and positions in Å:
C (-5.3906, 1.5190, 5.4500)
H (0.8758, -4.0227, 6.7667)
H (-3.5086, -1.0639, -6.6281)
H (-0.1587, 5.8555, 1.2301)
H (4.7796, 4.8751, 3.4369)
H (1.0456, -4.7663, -2.2413)
C (-4.7496, 1.5694, 4.1991)
C (0.6408, -2.7566, 4.9842)
H (3.2890, -1.9606, 3.0336)
O (-2.0261, 0.9459, -8.6523)
C (5.0666, 5.5022, -3.7394)
H (5.4157, 1.2333, 2.8638)
C (-3.3825, -0.5896, -3.9183)
C (3.4133, 3.4206, -2.8276)
H (-2.5571, 0.0142, -4.2954)
H (-4.1316, -4.5278, 1.4490)
H (1.2396, -0.0178, 1.2039)
C (-5.3455, 0.3579, 6.2783)
N (1.1387, -4.2826, -0.2378)
H (-4.6029, -1.7233, 6.2207)
H (-2.7903, 5.8625, 3.8430)
O (4.6630, -5.0924, 6.4682)
H (-1.3881, 5.3964, 4.9304)
H (4.3791, 1.6498, 4.3282)
C (0.1603, -0.0164, 1.0510)
H (-6.4714, -4.2682, -0.6379)
H (-3.3060, -6.4500, -0.5236)
H (-5.8933, 2.3845, 5.8558)
H (1.1263, -2.9208, 1.4534)
C (0.8933, 1.0025, -8.2674)
H (2.7736, 1.5456, 2.2766)
O (-2.6195, -1.8616, 3.0532)
H (2.8916, 0.3117, -8.6649)
H (-0.4678, -4.6078, -1.6348)
N (-3.3045, -1.8925, -4.6283)
H (3.4883, 0.0142, -6.3216)
H (1.2116, 1.7801, -0.5060)
O (2.3742, 3.3788, 1.3879)
H (-2.1766, -5.3870, -0.9933)
H (-0.2507, 0.8272, 1.6055)
H (0.6132, -3.1245, -1.9054)
H (-3.2472, -5.6390, -2.1564)
O (2.9612, -5.2691, 7.6645)
C (2.7702, -2.3598, 3.8926)
C (2.4707, 0.3275, -6.5027)
H (4.2277, 5.0088, 1.7023)
H (-4.8372, 2.4591, 3.5932)
C (-4.0511, 0.4540, 3.7042)
O (6.9775, 6.4062, -1.8003)
C (2.1590, 0.4990, -7.8938)
N (4.2290, 3.0450, 2.7093)
N (5.9468, 5.8514, -1.3700)
C (3.4074, -3.1661, 4.8345)
H (5.6977, 6.3126, -4.0731)
C (3.6000, 3.6497, -4.1939)
H (-0.0367, 6.7225, 2.7662)
C (-1.1863, -0.7062, -0.8921)
H (4.4565, 4.8853, -5.7352)
H (4.1744, 3.8256, -0.8673)
C (-5.6397, -4.8767, -1.0255)
H (0.6186, 0.9371, -9.3098)
C (4.9289, 2.0071, 3.4574)
O (-5.9957, -5.8343, -1.5833)
H (0.3922, -4.3404, 1.8836)
N (-3.2003, -1.8738, 4.0927)
H (5.7618, 4.3341, 2.0485)
N (-1.5761, 1.4637, -7.6770)
H (-2.7947, -3.7582, -4.9341)
C (-4.0970, -3.9260, 0.5408)
O (0.3841, 1.3985, -2.3566)
C (5.0182, 5.2040, -2.3444)
C (-3.8597, -1.9110, -6.0388)
H (-3.5258, -0.7206, -2.8457)
O (5.7859, 5.6778, -0.1867)
H (2.6223, -5.0497, 1.0141)
H (-0.4023, -2.5057, 5.1090)
C (4.7515, 4.4133, 2.4500)
C (-2.0130, 5.1349, 4.0765)
O (-1.2444, 2.5334, 2.9527)
O (-2.2318, 2.2890, -7.1091)
H (2.8324, 2.6263, -2.3825)
C (4.1371, 4.1264, -1.9039)
H (-3.5968, 0.5881, 2.7336)
C (-2.6487, -3.0053, -4.1441)
H (-2.5983, 4.2238, 4.2008)
H (-4.1768, 0.0475, -4.3072)
O (-3.2996, -2.8906, 4.7471)
C (2.2242, -5.0854, -0.0117)
H (4.4636, -3.0459, 4.6441)
H (-0.6028, 1.1757, -5.2839)
H (-2.0139, -0.7451, -0.1838)
C (1.3443, -3.5840, 5.8981)
N (-1.1454, 4.8516, 2.9579)
N (-0.1703, 0.2805, -0.4279)
H (-1.4821, 6.6017, 1.8325)
H (-0.4391, -3.1854, 0.9911)
C (0.5180, -3.7067, 1.0057)
C (-3.2565, -5.5105, -1.0741)
C (-0.6384, 6.0149, 2.1958)
H (-1.6104, -0.3666, -1.8370)
O (2.8354, -5.8078, -0.8852)
C (-4.7867, -0.7691, 5.7493)
C (-0.8408, 3.6140, 2.4843)
H (1.3977, 0.3420, -4.5691)
O (-2.0392, -3.1569, -3.1076)
H (-3.6370, -2.8183, -6.6003)
H (5.7786, 2.4802, 3.9497)
C (0.5112, -4.1412, -1.5258)
C (-4.0531, -0.7124, 4.5234)
H (-3.1921, -3.3184, 0.5280)
C (1.3686, 0.5590, -5.6266)
C (0.5373, 1.1993, -1.1542)
H (-4.9225, -1.6824, -6.1173)
H (-5.8351, 0.4391, 7.2375)
C (1.3970, -2.1757, 4.0004)
H (0.8444, -1.6429, 3.2407)
N (3.4547, -4.8088, 6.6812)
C (-0.1715, 1.2112, -7.3741)
H (-0.8313, -1.7333, -0.9765)
C (3.0312, 2.5928, 2.0550)
H (-0.1630, 3.7261, 1.6240)
C (4.3804, 4.6961, -4.6746)
H (3.4035, 2.8386, -4.8794)
N (-4.3713, -4.5786, -0.6972)
C (0.1545, 1.0924, -6.0493)
H (-4.8668, -3.1944, 0.7861)
C (2.7062, -3.8042, 5.8358)
H (-0.2908, -0.8749, 1.5486)

Spin multiplicity: 1
Structure (SMILES): O=[N+]([O-])c1ccccc1.O=[N+]([O-])c1ccccc1.O=[N+]([O-])c1ccccc1.O=[N+]([O-])c1ccccc1.CN(C)C=O.CN(C)C=O.CN(C)C=O.CN(C)C=O.CN(C)C=O.CN(C)C=O



Verdict on stability: entry ii comes out at the bottom.